(1)
ORCA calculation (ωB97M-V/def2-TZVPD) on 4 unconnected molecules or ions with the total composition C36H74N3O17P3S2 in a non-equilibrium geometry.

XYZ file:
```
135
Properties=species:S:1:pos:R:3:forces:R:3
C -2.15539 2.62443 2.78389 0.1 -0.4 0.0
C -1.32474 1.35810 2.48831 -0.3 0.2 -0.7
C 0.00182 1.60738 1.75430 0.2 -0.2 0.7
C 0.87486 2.71499 2.36946 0.3 -0.6 -0.6
C 1.76711 2.13381 3.47126 0.3 0.3 -0.4
C 2.47070 3.16181 4.36219 -0.7 -0.3 0.4
C 1.56933 4.23182 5.03860 1.0 0.0 0.0
C 1.61314 4.16085 6.57148 -0.1 0.0 -0.4
C 0.58113 3.27208 7.28434 -0.2 1.3 0.8
S -0.49509 2.20843 6.25574 0.2 -0.2 -0.1
O -0.41363 4.22851 7.77010 -0.8 -0.2 -0.5
C -1.15920 3.53876 8.68459 0.1 0.0 0.4
O -2.32659 3.63697 8.88358 0.6 0.2 0.0
O -0.31111 2.71731 9.35461 -0.2 0.0 0.0
C 0.97899 2.69410 8.68427 -0.7 -0.5 -0.6
C 1.90819 3.63952 9.45060 0.4 0.1 0.1
C 3.40184 3.27139 9.38407 -0.2 -0.4 0.1
S 4.42826 4.73837 9.13290 0.0 0.4 0.0
C 5.99952 3.98134 9.16603 -0.9 -0.1 0.0
N 7.07963 4.38239 9.71759 0.2 0.1 0.1
N 8.01279 3.38384 9.45420 0.9 0.4 0.3
C 7.42227 2.48198 8.78803 -0.5 -0.2 -0.2
O 6.12144 2.78807 8.54544 0.1 -0.4 -0.2
C 1.36657 1.22358 8.60695 0.0 -0.1 0.5
C 1.89370 0.62237 9.92513 0.6 -0.6 -0.2
C 3.11176 -0.26321 9.66775 0.4 0.0 -0.1
N 3.01657 -1.23233 8.61660 -0.7 0.3 0.4
O 4.13031 -0.15442 10.29431 0.1 0.3 -0.1
H -1.77168 3.49618 2.25516 0.1 0.0 0.1
H -3.18073 2.49277 2.44032 -0.1 0.0 0.2
H -2.16714 2.82062 3.85413 -0.1 0.3 0.0
H -1.15849 0.76170 3.38786 0.0 0.2 0.1
H -1.93533 0.72736 1.83733 0.1 -0.2 0.1
H 0.58389 0.68505 1.85201 0.0 0.0 -0.3
H -0.14098 1.74547 0.68291 -0.2 0.2 0.0
H 0.28986 3.57594 2.68587 -0.1 0.0 0.1
H 1.53293 3.05203 1.56291 0.0 0.3 0.1
H 2.55518 1.57485 2.95630 0.0 -0.1 0.0
H 1.21958 1.38446 4.04530 -0.1 0.2 0.2
H 2.96057 2.60363 5.16765 0.2 0.0 -0.1
H 3.26837 3.64984 3.80183 -0.1 0.0 -0.1
H 2.01605 5.19761 4.79279 -0.2 0.1 0.0
H 0.55868 4.25108 4.64034 -0.1 -0.1 0.1
H 1.42172 5.16969 6.93737 0.0 -0.1 0.2
H 2.63553 3.92977 6.87562 0.0 -0.2 0.0
H 0.29055 1.12937 6.14802 0.1 0.1 0.0
H 1.59354 3.63493 10.49341 -0.1 -0.1 0.0
H 1.74219 4.66125 9.10895 -0.1 0.0 -0.1
H 3.69766 2.78892 10.31310 0.2 0.0 0.0
H 3.58555 2.55067 8.58965 0.1 0.1 -0.1
H 7.80187 1.54465 8.42518 0.0 0.0 0.0
H 2.07216 1.07494 7.78637 0.2 0.1 0.1
H 0.47442 0.66711 8.32796 -0.1 0.2 -0.1
H 1.16486 -0.02560 10.41652 -0.3 0.2 0.0
H 2.21918 1.37060 10.63906 -0.2 0.0 0.1
H 2.03297 -1.45344 8.49077 0.0 -0.1 -0.3
H 3.34458 -0.84288 7.74051 0.4 -0.2 0.0
O 2.29220 0.52636 -1.25337 0.3 2.6 0.9
P 3.18900 0.83905 -2.37765 0.5 -4.7 -2.5
O 2.35139 0.75518 -3.75246 0.1 0.6 0.4
C 1.28177 1.68550 -3.97999 -0.3 0.2 -0.2
C 1.79396 3.06784 -4.34123 0.2 0.0 0.2
O 4.07930 -0.51292 -2.54588 0.2 0.4 0.0
C 4.12819 -1.52030 -1.53728 0.0 -0.3 0.0
C 3.22737 -2.68079 -1.90225 -0.1 0.0 -0.2
O 4.34229 1.84623 -2.76863 -0.9 1.2 1.4
C 5.53574 1.51295 -3.49993 0.7 0.2 -0.2
C 5.28389 1.05298 -4.91575 -0.3 -0.2 0.0
H 0.63492 1.73128 -3.09979 0.0 -0.1 0.0
H 0.69373 1.28654 -4.80516 0.1 -0.1 0.0
H 2.31596 3.52967 -3.50038 0.0 0.0 0.0
H 0.96518 3.71675 -4.62562 0.0 0.0 0.0
H 2.50105 3.01165 -5.16879 -0.1 0.0 -0.1
H 3.86857 -1.11170 -0.56173 -0.1 0.1 -0.1
H 5.16584 -1.85781 -1.48277 0.0 0.1 -0.1
H 2.20693 -2.34098 -2.07957 0.0 0.1 0.1
H 3.21809 -3.42854 -1.10757 0.0 0.0 0.0
H 3.57532 -3.15510 -2.82112 0.0 0.0 0.0
H 6.13173 0.79347 -2.94244 -0.2 -0.2 0.1
H 6.11449 2.43685 -3.52243 -0.2 0.1 0.1
H 4.78948 0.08411 -4.94475 0.0 0.0 0.1
H 6.23713 0.96395 -5.43864 0.0 0.1 0.0
H 4.65428 1.76368 -5.45052 0.1 0.1 0.0
O -2.11584 1.58007 -6.27846 1.1 -2.4 2.0
P -3.46351 1.32186 -5.72403 -3.3 4.6 -3.0
O -4.36002 0.74545 -6.94424 0.4 -0.4 0.6
C -4.06617 -0.55716 -7.46845 0.0 -0.3 -0.1
C -4.53362 -1.66804 -6.54766 0.0 0.1 0.1
O -4.02781 2.85837 -5.63984 -0.1 -0.3 0.3
C -3.16823 3.99462 -5.68248 0.0 0.2 -0.2
C -3.17329 4.61522 -7.06327 -0.1 0.0 -0.1
O -4.35713 0.83730 -4.50199 2.0 -1.5 0.4
C -5.53243 1.49355 -3.99544 -0.5 0.1 0.6
C -6.68239 1.53952 -4.97239 0.1 0.0 -0.3
H -2.99350 -0.64296 -7.66087 0.0 0.1 0.0
H -4.57975 -0.62347 -8.42680 0.0 0.1 0.0
H -3.96812 -1.67019 -5.61393 0.0 -0.1 0.0
H -4.40203 -2.64040 -7.02260 0.0 0.0 0.0
H -5.58507 -1.53821 -6.28890 0.0 0.0 -0.1
H -2.15748 3.73413 -5.37192 0.0 -0.1 -0.1
H -3.55851 4.70854 -4.95294 -0.1 -0.1 0.0
H -2.90189 3.88109 -7.82158 0.1 0.0 0.1
H -2.47436 5.45156 -7.11524 0.0 0.0 0.0
H -4.17114 4.98145 -7.30916 0.0 0.0 0.0
H -5.28229 2.48343 -3.62106 0.2 0.0 -0.2
H -5.82612 0.90342 -3.12635 0.2 -0.2 -0.1
H -6.47177 2.19457 -5.81515 0.1 0.0 0.0
H -7.57031 1.91617 -4.46240 0.0 0.0 0.1
H -6.89762 0.54709 -5.36802 0.0 0.0 0.1
O -3.03584 -5.11583 -5.62976 -0.8 1.0 2.4
P -3.12561 -6.45345 -5.02477 1.0 -3.3 -4.1
O -1.64770 -7.10268 -4.97849 -0.3 0.3 0.5
C -0.63900 -6.49104 -4.16345 0.2 0.1 0.2
C -0.84041 -6.77244 -2.68567 -0.2 0.0 0.0
O -3.76308 -7.37020 -6.20724 -0.1 0.0 0.5
C -4.38937 -6.80000 -7.35631 0.0 0.0 -0.3
C -3.44934 -6.82660 -8.54210 0.1 -0.1 0.0
O -3.83662 -7.20524 -3.83047 0.0 1.9 0.8
C -4.39302 -8.53094 -3.88567 -0.4 -0.5 0.3
C -3.37507 -9.61865 -4.13126 0.3 0.1 -0.2
H -0.61606 -5.41472 -4.35233 0.0 0.0 -0.1
H 0.31219 -6.90526 -4.49459 -0.1 -0.1 -0.1
H -1.74724 -6.29353 -2.31166 0.0 0.0 0.0
H 0.00525 -6.39652 -2.10915 0.0 0.0 0.0
H -0.94316 -7.84310 -2.50814 0.1 0.0 0.0
H -4.73736 -5.78857 -7.15148 0.1 0.0 0.1
H -5.27067 -7.41025 -7.56629 0.0 -0.1 0.1
H -2.51120 -6.32371 -8.30749 -0.1 0.1 0.0
H -3.90359 -6.34132 -9.40724 0.0 0.0 0.0
H -3.20679 -7.85600 -8.80965 0.0 0.0 0.0
H -5.20576 -8.56948 -4.60778 0.1 0.2 -0.2
H -4.84735 -8.68210 -2.90601 0.1 0.2 0.1
H -2.96044 -9.56560 -5.13591 0.0 0.0 0.0
H -3.85405 -10.59143 -4.01223 -0.1 0.0 0.1
H -2.54788 -9.54503 -3.42554 0.0 0.0 0.1
```
Forces are in eV/Å.

Computed properties:
**SMILES string**: CCCCCCCC[C@]1(S)OC(=O)O[C@@]1(CCSc1nnco1)CCC(N)=O.CCOP(=O)(OCC)OCC.CCOP(=O)(OCC)OCC.CCOP(=O)(OCC)OCC
**Multiplicity**: 1
**HOMO-LUMO gap**: 9.509 eV
**Total energy**: -127351.275 eV
**Highest occupied orbital energy**: -9.51 eV

Löwdin atomic charge list, values in e, 2 entries:
1. C -0.11
2. C -0.25


(2)
ORCA calculation (ωB97M-V/def2-TZVPD) on a molecular structure, C36H75Br30NOP in a non-equilibrium geometry.

XYZ file:
```
144
Properties=species:S:1:pos:R:3:forces:R:3
C -1.63976 -2.41331 1.64375 0.0 0.5 -0.5
C -2.45816 -1.11011 1.57899 -0.4 -0.5 0.3
C -2.53682 -0.30428 2.88229 0.0 0.3 -0.4
C -1.57489 0.88788 3.04178 0.0 0.0 1.0
C -2.14950 1.73802 4.21493 0.1 -0.2 0.0
C -0.11312 0.55058 3.37833 -0.2 0.1 -1.0
P 1.05584 0.34331 2.08396 0.7 0.8 0.6
N 0.16983 0.50345 0.57062 -0.1 -0.3 0.4
O 1.41803 -1.30173 1.98679 -0.2 -0.4 -0.3
H -1.46910 -2.71394 2.67765 0.0 -0.2 0.0
H -2.17309 -3.19622 1.10336 0.1 -0.2 0.2
H -0.67956 -2.29483 1.14319 0.1 0.0 0.2
H -3.48415 -1.41581 1.33709 -0.1 0.1 -0.1
H -2.11141 -0.48056 0.76049 0.1 0.1 0.0
H -2.41557 -0.96581 3.74783 0.0 0.0 0.0
H -3.55499 0.10630 2.94115 0.0 0.0 0.0
H -1.67771 1.51476 2.14269 0.0 -0.2 -0.2
H -2.82321 1.12998 4.82910 -0.1 0.0 0.0
H -2.70645 2.60593 3.84993 -0.1 0.0 0.1
H -1.35667 2.08146 4.88132 0.0 0.2 -0.1
H 0.32642 1.38750 3.93175 0.0 -0.1 0.2
H 0.43693 1.39717 0.17979 0.0 -0.1 -0.3
H 0.37667 -0.23452 -0.09102 0.1 0.1 0.1
H 0.90696 -1.75164 2.67175 -0.2 0.1 0.0
Br 5.69448 -4.18867 3.13532 0.0 -0.1 0.0
C 4.82679 -4.04642 1.39482 0.0 0.0 0.0
C 3.42833 -3.50366 1.48602 0.0 0.0 0.0
Br 2.17462 -4.82839 2.15373 0.0 -0.1 0.1
H 4.86202 -5.03943 0.95560 0.0 0.0 0.0
H 5.44252 -3.36250 0.81411 0.0 0.0 0.0
H 3.06518 -3.23795 0.49500 0.0 0.0 0.0
H 3.33185 -2.63897 2.13520 0.0 0.0 -0.1
Br 0.62024 -0.80552 -2.62439 0.0 -0.1 -0.2
C -0.73191 0.07996 -3.70125 0.1 0.0 0.0
C -0.96171 1.50644 -3.26866 -0.2 0.0 0.1
Br -2.01649 1.62540 -1.64137 0.0 -0.1 -0.2
H -1.63538 -0.51832 -3.63309 0.0 0.0 0.0
H -0.34743 0.05044 -4.71951 0.0 0.0 0.0
H -1.53301 2.03914 -4.02779 0.0 0.0 0.0
H -0.02922 2.03146 -3.08327 0.0 0.0 0.0
Br -1.07025 -7.01843 0.78901 -0.1 -0.1 0.0
C -0.22559 -7.20820 -0.94790 0.1 0.0 0.1
C 0.96981 -6.29707 -1.04972 -0.1 0.1 -0.2
Br 0.45166 -4.44485 -1.31895 0.0 0.0 0.0
H -0.97427 -6.99919 -1.70624 0.0 0.0 0.0
H 0.07787 -8.25173 -1.00947 0.1 0.0 0.0
H 1.57748 -6.55905 -1.91055 0.0 0.0 0.0
H 1.57682 -6.31731 -0.14981 0.0 0.0 0.0
Br 3.11626 2.22805 -4.64309 -0.1 0.0 0.0
C 1.90625 3.20639 -5.80653 0.1 0.0 0.0
C 1.78166 4.65339 -5.41102 -0.1 0.1 0.0
Br 0.70638 4.84837 -3.80338 0.1 0.1 -0.1
H 0.95077 2.69145 -5.76077 0.0 0.0 0.0
H 2.31840 3.12239 -6.80890 0.0 0.0 0.0
H 1.26716 5.20864 -6.19212 0.0 0.0 0.0
H 2.74111 5.11871 -5.20159 0.0 0.0 0.0
Br 1.59076 4.91057 -9.23888 0.0 0.0 0.0
C -0.24548 4.82623 -9.87024 0.1 0.1 0.0
C -1.17794 5.64648 -9.01878 -0.1 0.0 0.0
Br -1.57046 4.81573 -7.31005 0.1 0.0 0.0
H -0.51408 3.77512 -9.89637 -0.1 0.0 0.0
H -0.22774 5.22388 -10.88267 0.0 0.0 0.0
H -2.13672 5.75073 -9.52237 0.0 0.0 0.0
H -0.77310 6.62857 -8.79081 0.0 0.0 0.0
Br 7.70241 -0.88087 2.70697 0.0 0.1 0.0
C 8.29873 -1.96760 1.22006 0.0 0.0 0.1
C 8.25807 -1.21868 -0.08692 -0.1 -0.1 -0.1
Br 6.44550 -1.01432 -0.75618 0.0 0.0 0.0
H 7.66735 -2.85163 1.21359 0.0 0.0 0.0
H 9.32104 -2.25676 1.45449 0.0 0.0 0.0
H 8.79564 -1.77129 -0.85444 0.0 0.0 0.0
H 8.67041 -0.21881 0.00325 0.0 0.0 0.0
Br -4.29316 -3.88282 -0.39064 0.0 -0.3 -0.2
C -6.22428 -3.76041 -0.31727 0.1 0.2 0.0
C -6.60994 -2.72011 0.71123 -0.1 -0.6 -0.3
Br -6.38230 -3.41583 2.50686 0.2 -0.5 0.0
H -6.61781 -4.74629 -0.09153 0.0 0.0 0.1
H -6.55095 -3.45592 -1.30973 0.0 0.0 0.0
H -7.66078 -2.45601 0.62003 0.0 0.0 0.0
H -5.98106 -1.84161 0.60432 0.0 0.0 0.1
Br -1.87321 -11.21424 3.15162 0.0 0.0 0.0
C -0.56014 -9.88183 3.68622 0.0 -0.1 0.0
C -1.07448 -8.97949 4.77807 0.1 0.1 -0.1
Br -2.33390 -7.67821 4.09244 -0.2 0.0 0.1
H -0.30061 -9.32535 2.78976 0.0 0.0 0.0
H 0.30119 -10.44696 4.03513 0.0 0.0 0.0
H -0.25173 -8.40175 5.19421 0.0 0.0 0.0
H -1.57625 -9.52578 5.57029 0.0 0.0 0.0
Br 0.52590 -3.44645 7.85966 0.1 0.0 0.0
C 0.30753 -1.53135 7.52239 -0.1 -0.1 0.0
C 0.50948 -1.14833 6.08633 0.1 0.0 0.0
Br 2.36684 -1.10335 5.54588 0.2 -0.1 0.2
H 0.98997 -1.02481 8.19643 0.0 0.0 0.0
H -0.71717 -1.31378 7.81367 0.0 0.0 0.0
H 0.15216 -0.13742 5.91006 -0.1 0.0 -0.1
H 0.01072 -1.80994 5.38711 -0.1 0.0 0.0
Br 2.78904 8.59665 -0.71981 0.0 0.0 -0.1
C 2.92170 6.72994 -1.25509 0.0 0.1 0.1
C 4.33664 6.33326 -1.58147 0.0 -0.1 -0.1
Br 4.91938 7.03446 -3.30530 0.0 0.0 0.0
H 2.25199 6.60037 -2.09830 0.0 0.0 0.0
H 2.55651 6.15272 -0.40874 0.0 0.0 0.0
H 4.40539 5.25104 -1.66621 0.0 0.0 0.0
H 5.05151 6.69083 -0.84804 0.0 0.0 0.0
Br -1.05880 5.22898 -0.95366 0.0 0.1 0.2
C -2.36236 6.12522 -2.07198 0.1 -0.1 -0.1
C -2.54823 7.56959 -1.68855 -0.1 0.0 0.0
Br -3.59166 7.77040 -0.06129 0.0 0.0 0.0
H -3.28119 5.55135 -1.99660 0.0 0.0 0.0
H -1.97243 6.05992 -3.08683 0.0 0.0 0.0
H -3.10636 8.09463 -2.46055 0.0 0.0 0.0
H -1.60055 8.06995 -1.51503 0.0 0.0 0.0
Br 4.20485 8.84203 -9.34647 0.0 0.0 0.0
C 2.39354 8.79339 -10.03932 0.1 0.1 0.0
C 1.44380 9.61180 -9.20323 -0.1 -0.1 0.0
Br 1.00796 8.72505 -7.53129 0.0 0.0 0.1
H 2.10598 7.74678 -10.07774 0.0 0.0 0.0
H 2.45043 9.19871 -11.04723 0.0 0.0 0.0
H 0.49918 9.74037 -9.72744 0.0 0.0 0.0
H 1.85121 10.58340 -8.94311 0.0 0.0 0.0
Br 2.44351 -9.47864 0.60512 0.0 0.0 0.0
C 3.41910 -9.82600 -1.03874 0.0 -0.1 0.1
C 4.69227 -9.02215 -1.11861 -0.1 0.0 0.0
Br 4.31779 -7.15657 -1.49143 0.2 0.0 0.0
H 2.74158 -9.59292 -1.85447 0.0 0.0 0.0
H 3.64054 -10.89087 -1.03873 0.0 0.0 0.0
H 5.31367 -9.37991 -1.93647 0.0 0.0 0.0
H 5.25601 -9.04779 -0.19145 0.0 0.0 0.0
Br -5.64835 2.97758 2.73342 0.0 0.0 0.0
C -7.52320 2.48021 2.66303 0.1 0.1 0.1
C -7.78335 1.19586 3.40811 0.0 0.0 -0.1
Br -7.14779 -0.36198 2.43839 -0.3 1.0 0.4
H -7.78889 2.40165 1.61340 0.0 0.0 0.0
H -8.06993 3.30247 3.11994 0.0 0.0 0.0
H -8.85225 1.04414 3.54389 0.0 0.0 0.0
H -7.28575 1.18037 4.37282 0.0 0.0 0.0
Br -2.12666 -0.21010 10.29101 0.0 0.0 0.0
C -2.36092 1.66909 9.85303 -0.1 -0.1 0.0
C -2.06971 1.96520 8.40547 0.1 0.0 -0.1
Br -0.17032 1.96578 8.01857 0.0 0.0 0.1
H -1.71058 2.22492 10.52090 0.0 0.0 0.0
H -3.40083 1.89337 10.07980 0.0 0.0 0.0
H -2.42013 2.96397 8.15476 0.0 0.0 0.0
H -2.52260 1.24404 7.73133 0.0 0.0 0.0
```
Forces are in eV/Å.

Computed properties:
**Charge**: -1
**Multiplicity**: 1
**HOMO-LUMO gap**: 3.265 eV
**Total energy**: -2152652.115 eV
**Highest occupied orbital energy**: -2.23 eV

Löwdin atomic charge list, values in e, 2 entries:
1. C -0.11
2. C -0.25